Formula: C4H8NO
Source: the Open Molecules 2025 dataset
Level of theory: the ωB97M-V functional and the def2-TZVPD basis

The value obtained for the LUMO energy is -4.4 eV. The net charge is +1. The gap between HOMO and LUMO comes out at 8.41 eV. The maximum force comes out at 5.3 eV Å⁻¹. The calculation puts the total energy at -7804.7027 eV.

Each line ends with the Mulliken charge.
CARTESIAN COORDINATES (ANGSTROEM)
C (0.000, -1.254, -1.610)  -0.323
C (0.031, -1.103, 0.001)  -0.446
C (0.023, 0.348, 0.265)  0.650
C (-1.004, 1.178, -0.257)  -1.084
N (0.979, 0.915, 0.932)  -0.365
O (0.620, -2.200, -2.052)  -0.161
H (-0.984, -1.413, 0.186)  0.253
H (0.688, -1.919, 0.414)  0.470
H (-1.928, 0.859, 0.377)  0.322
H (-1.239, 0.708, -1.185)  0.399
H (-0.579, 2.239, -0.149)  0.350
H (1.917, 0.484, 1.167)  0.288
H (0.893, 1.956, 1.241)  0.278
H (1.073, -2.973, -1.491)  0.369


Formula: C4H8NO2
Source: the Open Molecules 2025 dataset
Level of theory: the ωB97M-V functional and the def2-TZVPD basis

The value obtained for the LUMO energy is 3.9 eV. The net charge is -1. Its SMILES is C[C@@H](C=O)NC[O-]. The gap between HOMO and LUMO comes out at 6.68 eV. The maximum force comes out at 0.9 eV Å⁻¹. The calculation puts the total energy at -9861.9733 eV.

Each line ends with the Mulliken charge.
CARTESIAN COORDINATES (ANGSTROEM)
C (0.201, -1.434, -0.103)  -1.229
C (0.613, -0.002, 0.272)  0.601
C (1.990, 0.268, -0.313)  -0.207
O (3.014, -0.248, 0.053)  -0.519
N (-0.312, 1.020, -0.210)  -0.504
C (-1.835, 0.722, 0.003)  -0.420
O (-2.342, -0.156, -0.806)  -0.817
H (-0.310, -1.939, 0.719)  0.273
H (1.052, -2.070, -0.352)  0.325
H (-0.568, -1.378, -0.866)  0.349
H (0.749, 0.055, 1.362)  0.112
H (1.979, 1.022, -1.131)  0.370
H (-0.086, 1.860, 0.317)  0.240
H (-1.900, 0.503, 1.117)  0.182
H (-2.245, 1.775, -0.062)  0.246


Formula: C4H8NO2
Source: the Open Molecules 2025 dataset
Level of theory: the ωB97M-V functional and the def2-TZVPD basis

The value obtained for the LUMO energy is 3.8 eV. The net charge is -1. Its SMILES is CN(C=O)CC[O-]. The gap between HOMO and LUMO comes out at 6.37 eV. The maximum force comes out at 2.0 eV Å⁻¹. The calculation puts the total energy at -9862.4551 eV.

Each line ends with the Mulliken charge.
CARTESIAN COORDINATES (ANGSTROEM)
C (-0.865, 1.462, -0.512)  -1.086
N (-0.020, 0.276, -0.675)  0.088
C (-0.524, -0.745, -1.397)  0.121
O (-1.241, -0.680, -2.377)  -0.607
C (0.988, 0.043, 0.368)  -0.618
C (0.438, -0.283, 1.758)  -0.183
O (1.391, -0.455, 2.669)  -0.878
H (-1.620, 1.370, -1.303)  0.369
H (-0.322, 2.363, -0.792)  0.291
H (-1.422, 1.471, 0.417)  0.359
H (-0.092, -1.700, -1.074)  0.349
H (1.649, 0.904, 0.389)  0.288
H (1.614, -0.799, 0.062)  0.307
H (-0.317, 0.501, 2.056)  0.089
H (-0.285, -1.146, 1.586)  0.112


Formula: C4H8NO2
Source: the Open Molecules 2025 dataset
Level of theory: the ωB97M-V functional and the def2-TZVPD basis

The value obtained for the LUMO energy is -4.1 eV. The net charge is +1. The gap between HOMO and LUMO comes out at 11.13 eV. The maximum force comes out at 1.3 eV Å⁻¹. The calculation puts the total energy at -9855.2371 eV.

Each line ends with the Mulliken charge.
CARTESIAN COORDINATES (ANGSTROEM)
C (2.083, -0.274, -0.048)  0.352
C (0.977, 1.428, 0.140)  -0.647
C (0.535, -0.042, -0.018)  0.858
C (-0.225, -0.414, -1.271)  -1.653
N (-0.125, -0.663, 1.179)  -0.220
O (2.749, -1.244, -0.091)  -0.461
O (2.357, 1.033, 0.036)  -0.300
H (0.695, 2.098, -0.674)  0.318
H (0.780, 1.905, 1.102)  0.294
H (-1.232, 0.000, -1.257)  0.451
H (-0.278, -1.495, -1.384)  0.450
H (0.285, -0.024, -2.149)  0.392
H (0.002, -1.687, 1.129)  0.404
H (-1.137, -0.462, 1.188)  0.381
H (0.291, -0.333, 2.063)  0.380


Q: Which of these has the lowest gap between HOMO and LUMO?
A: number 3


Please write out number 4 again, unchanged.
Formula: C4H8NO2
Source: the Open Molecules 2025 dataset
Level of theory: the ωB97M-V functional and the def2-TZVPD basis

The value obtained for the LUMO energy is -4.1 eV. The net charge is +1. The gap between HOMO and LUMO comes out at 11.13 eV. The maximum force comes out at 1.3 eV Å⁻¹. The calculation puts the total energy at -9855.2371 eV.

Each line ends with the Mulliken charge.
CARTESIAN COORDINATES (ANGSTROEM)
C (2.083, -0.274, -0.048)  0.352
C (0.977, 1.428, 0.140)  -0.647
C (0.535, -0.042, -0.018)  0.858
C (-0.225, -0.414, -1.271)  -1.653
N (-0.125, -0.663, 1.179)  -0.220
O (2.749, -1.244, -0.091)  -0.461
O (2.357, 1.033, 0.036)  -0.300
H (0.695, 2.098, -0.674)  0.318
H (0.780, 1.905, 1.102)  0.294
H (-1.232, 0.000, -1.257)  0.451
H (-0.278, -1.495, -1.384)  0.450
H (0.285, -0.024, -2.149)  0.392
H (0.002, -1.687, 1.129)  0.404
H (-1.137, -0.462, 1.188)  0.381
H (0.291, -0.333, 2.063)  0.380